A gas-phase ion, C4H8NO (charge +1) in a non-equilibrium geometry, computed with ωB97M-V/def2-TZVPD.

Values from the calculation:
- LUMO level: -0.1241 Ha
- HOMO-LUMO gap: 11.2 eV
- Net charge: +1
- 2S+1: 1
- M: 86.114 g mol⁻¹
- ΔE to the lowest compared entry with this formula, charge and spin: 2.186 eV
- Electronic energy: -286.86217 hartree

```
14
C4H8NO, DFT ωB97M-V/def2-TZVPD
C -0.15314 1.11531 1.12296
C 0.53601 -0.00138 1.35409
H 0.30269 -2.99782 -0.04590
H -1.27275 2.03848 -0.66827
N -0.43161 -0.06985 -0.95604
C 0.45489 -0.97618 -0.24847
H -0.25887 2.01801 1.77969
O -0.25534 -2.13146 -0.08408
H -1.36808 -0.55167 -0.79086
H 1.53690 -0.99804 -0.68196
H 1.03859 -0.43226 2.21019
H 0.46963 1.62310 -0.70263
H -0.16650 0.07505 -1.90707
C -0.43243 1.28870 -0.38163
```


A single C4H4O3S molecule in a non-equilibrium geometry, computed with ωB97M-V/def2-TZVPD.

Values from the calculation:
- LUMO level: 0.0144 Ha
- HOMO-LUMO gap: 8.7 eV
- 2S+1: 1
- M: 132.140 g mol⁻¹
- ΔE to the lowest compared entry with this formula, charge and spin: 3.526 eV
- Electronic energy: -778.61467 hartree

```
12
C4H4O3S, DFT ωB97M-V/def2-TZVPD
C -0.03950 1.07055 0.10831
C 1.38154 1.06881 -0.07950
C -0.54761 -0.28828 0.22309
O -1.01364 2.03592 -0.11238
H 0.18147 -2.83478 -0.42926
S -2.18611 -0.77845 -0.20510
H -2.96036 -1.23654 1.05765
H 2.24004 1.63055 -0.40406
O 0.92752 -2.21767 -0.02889
C 0.58085 -0.94076 -0.00440
O 1.70632 -0.31534 -0.11358
H -0.27053 2.80598 -0.01187
```


A gas-phase ion, C3H6NO3S (charge -1) in a non-equilibrium geometry, computed with ωB97M-V/def2-TZVPD.

Values from the calculation:
- LUMO level: 0.1298 Ha
- HOMO-LUMO gap: 7.2 eV
- Net charge: -1
- 2S+1: 1
- M: 136.152 g mol⁻¹
- ΔE to the lowest compared entry with this formula, charge and spin: 1.085 eV
- Electronic energy: -796.64579 hartree

```
14
C3H6NO3S, DFT ωB97M-V/def2-TZVPD
C -0.39368 -0.66452 0.78688
S 2.28933 0.06938 -1.90160
O 0.17338 1.66079 0.48354
H -0.58988 -0.38585 1.82132
H 1.57088 0.23035 0.64092
N 0.70634 0.09160 -1.24145
O 0.09616 1.03280 -3.30045
H -0.61218 1.79584 -0.08832
C 0.58345 0.35035 0.17136
C -0.30135 0.87343 -2.15176
H 0.03104 -1.66525 0.74932
H -1.32479 -0.64203 0.22374
O -1.35077 1.16499 -1.59308
H 1.76966 0.58199 -3.04138
```


A molecular structure, C33H39CeFN4P2 in a non-equilibrium geometry, computed with ωB97M-V/def2-TZVPD.

Values from the calculation:
- LUMO level (spin up / spin down): -0.3347 / -0.3337 Ha
- HOMO-LUMO gap (spin up / spin down): 2.3 / 2.3 eV
- Net charge: +2
- 2S+1: 1
- M: 712.765 g mol⁻¹
- Electronic energy: -2756.77012 hartree

```
80
C33H39CeFN4P2, DFT ωB97M-V/def2-TZVPD
C 1.64262 0.95657 3.63522
H -1.07827 -1.68868 -5.52856
H 2.33936 0.90485 4.48487
C -1.99524 3.17544 -3.35480
H 5.30247 1.66701 -4.59507
H 0.11113 -1.31990 1.65262
C -0.88774 -0.69591 -5.08894
C -1.64049 1.52166 -1.84144
C -0.18727 1.83079 9.06444
H 1.94788 3.06552 3.55443
H 1.10804 1.81712 7.31902
H -1.60889 0.13767 1.18598
C -1.36357 1.32258 9.59701
C -1.78606 0.02962 7.61815
C 2.92884 -3.91753 -6.45958
H 4.69747 1.83125 -1.95116
H -3.09580 0.06399 9.38024
H -2.38062 0.15416 3.36765
H 2.46597 -1.74024 -6.71661
C -0.12859 2.80821 4.00297
C 0.19048 1.42261 7.76448
H -1.85176 1.86737 5.01637
H 1.70747 -1.33963 6.97412
C -2.17982 0.43401 8.91559
H -1.46080 0.89076 -0.98151
C 3.22809 0.26514 -2.41664
C 1.40331 -0.17408 2.88986
H 1.01642 2.46825 2.19460
P -1.51518 -0.79162 -3.34249
H -6.09244 -1.09180 -5.32739
C -5.20820 -1.32938 -4.75443
C 1.15564 2.34883 3.27830
H 2.83637 -1.21850 5.54336
H -2.14188 4.14915 -3.80603
H 3.24603 -4.23756 -7.44385
N 2.89810 -0.38367 -3.61804
C -1.52004 0.82651 3.18200
H -3.08768 -3.16313 -2.93936
F -1.73908 1.71924 10.86548
C -0.85870 0.62989 1.82620
N 2.18495 -2.61585 -4.75612
N -3.20213 -1.16073 -3.71548
C -4.91206 -2.59063 -4.13352
C 4.24496 1.17179 -2.67136
H -3.98386 0.55213 -4.78550
P 1.43893 -1.34354 -3.73115
H 2.69438 0.00531 -1.51473
C 0.40589 -0.26083 1.74775
C 2.37832 -3.91181 -4.25652
H 2.00326 -1.08587 3.07020
C 2.53082 -2.63221 -6.10948
H 3.63848 -0.23022 -5.64508
C 4.55892 1.08416 -4.07025
H -1.74563 3.61644 -1.16466
H 0.12525 3.14683 5.01804
C 1.84770 -1.53696 5.89569
C -1.22244 1.77916 4.11349
H 0.78912 0.69454 -4.88199
C 3.71831 0.13047 -4.62964
H 0.89998 -0.03289 0.78817
H 3.08910 -5.77245 -5.20296
H -0.49623 3.70896 3.48275
H -5.52311 -3.47635 -4.15619
Ce -0.03793 -0.63526 4.89622
H 2.16397 -4.12070 -3.21701
H 1.05273 -0.59661 -6.06678
H -0.64250 1.59214 1.33903
C -1.98889 1.96320 -4.02889
N -1.77536 0.93493 -3.10747
H -2.41975 -0.66730 7.05806
H -1.44000 0.03496 -5.69239
C -1.78235 2.89715 -1.96758
H 0.41712 2.52667 9.65031
H -2.12015 1.75188 -5.08099
H 1.66633 -2.61190 5.68371
C -0.60572 0.51752 7.07171
C 2.84032 -4.72597 -5.28264
C -3.68127 -2.46643 -3.51072
C 0.61563 -0.37422 -5.08568
C -4.14268 -0.47606 -4.49736
```


A molecular structure, C4H13N5 in a non-equilibrium geometry, computed with ωB97M-V/def2-TZVPD.

Values from the calculation:
- LUMO level (spin up / spin down): -0.4006 / -0.4007 Ha
- HOMO-LUMO gap (spin up / spin down): 6.2 / 6.2 eV
- Net charge: +2
- 2S+1: 1
- M: 131.183 g mol⁻¹
- ΔE to the lowest compared entry with this formula, charge and spin: 6.177 eV
- Electronic energy: -433.12488 hartree

```
22
C4H13N5, DFT ωB97M-V/def2-TZVPD
H 0.74867 2.86547 -0.85152
H 0.12962 -2.07541 -1.85178
C -0.16921 2.58015 -0.46542
N 0.90631 -0.67260 0.42630
H -2.81745 0.28226 -0.89797
H 2.58081 0.21572 0.22081
H 1.82736 -0.77318 2.85027
H 3.43652 -0.28868 2.33007
H -0.08299 2.60718 0.71011
C -0.51241 0.13288 -0.66128
C -2.60314 -0.69032 -1.19782
H 2.30214 0.91947 2.77140
N 1.92760 -0.16014 0.91535
N -0.56478 1.31035 -0.76531
H 0.47432 -1.34389 1.09302
H -2.65340 -0.76739 -2.23570
H -3.40367 -1.20419 -0.51840
N -1.18102 -0.97012 -0.93516
C 2.36788 -0.01949 2.21488
H -1.13822 -3.00347 -1.11130
H -1.01172 3.24542 -0.85689
N -0.56322 -2.19002 -1.18366
```


A molecular structure, C16H30N2OP2SW in a non-equilibrium geometry, computed with ωB97M-V/def2-TZVPD.

Values from the calculation:
- LUMO level (spin up / spin down): -0.3352 / -0.3354 Ha
- HOMO-LUMO gap (spin up / spin down): 4.9 / 4.9 eV
- Net charge: +2
- 2S+1: 1
- M: 544.284 g mol⁻¹
- ΔE to the lowest compared entry with this formula, charge and spin: 0.000 eV
- Electronic energy: -1959.75478 hartree

```
53
C16H30N2OP2SW, DFT ωB97M-V/def2-TZVPD
H 3.31248 -0.86420 -1.04755
H -0.38325 -4.52410 -0.42050
H 1.52238 1.86970 2.85947
H 2.30308 -1.47120 3.08432
C 4.88848 -1.69281 0.18632
H -1.30936 -3.13826 -2.86415
H -1.81412 3.28466 0.81901
H -1.33540 2.64332 2.41387
H -3.64133 2.15195 -0.15209
C -2.68676 -2.58609 -0.23788
C 4.31485 -2.02950 2.51834
C -2.73980 1.08637 -3.38547
C 3.03328 -1.53632 2.27881
C 0.98664 3.45055 -0.58807
C -2.51467 1.32832 -1.85997
H -2.32378 0.31868 -1.16547
H -3.79744 1.01606 -3.67770
C -0.84465 -2.21742 -2.48228
H -3.53673 3.23374 -1.56466
C 2.65545 -1.12635 0.98209
C 0.04689 -3.57241 -0.06889
N 1.37263 -0.68707 0.70308
H 1.85119 2.98842 -1.07867
H 1.07564 -3.47095 -0.44371
H -3.36296 -1.83790 -0.66927
C -3.66362 2.18395 -1.25007
H -2.81590 -2.59100 0.85221
H -2.21143 0.19791 -3.74192
H -2.93743 -3.57718 -0.64195
C 5.24453 -2.11261 1.47248
H 1.96166 3.49203 2.25228
N -1.43639 -0.21112 1.81588
C -0.98871 3.20145 1.53547
H 1.27827 4.43364 -0.19254
H -4.66637 1.87289 -1.59150
H 6.24404 -2.50397 1.65871
W -0.27496 -0.08239 0.33547
H -1.34611 -1.34493 -2.91682
C 3.60945 -1.19586 -0.05835
S -3.18069 -0.46806 3.97427
H 0.07057 -3.57160 1.03039
H -2.32434 1.94507 -3.92887
H 2.68606 2.02793 1.52675
C 1.76810 2.44701 1.95970
H 5.60554 -1.75324 -0.62404
H 0.21393 -2.19804 -2.77410
H -0.68386 4.20894 1.85372
P 0.40663 2.35957 0.73833
O -1.28650 1.92479 -1.71793
H 4.60477 -2.35546 3.51264
P -0.98149 -2.20785 -0.68788
H 0.19956 3.57732 -1.33842
C -2.16804 -0.31636 2.80713
```